# 1
4 unconnected molecules or ions with the total composition C48H64F2IO12PS3 at a distorted geometry, computed with ωB97M-V/def2-TZVPD.

highest occupied orbital energy = -7.88 eV
gap between HOMO and LUMO = 7.408 eV
strongest force on any atom = 2.97 eV/Å
electronic energy = -4803.41780 hartree
structure (SMILES) = CCP(C)c1c(COc2ccccc2)c(F)c(COC(C)=O)c2c1C(=O)c1c(CCCOC)cc(CCCI)c(CCF)c1C2=O.O=S1(=O)CCCC1.O=S1(=O)CCCC1.O=S1(=O)CCCC1

```
! RIJCOSX wB97M-V def2-TZVPD def2/J DEFGRID3
* xyz 0 1
C 3.123 5.788 3.477
C 1.672 5.979 4.105
P 0.352 5.025 3.105
C -1.105 6.169 2.807
C 1.229 4.572 1.509
C 1.456 5.507 0.367
C 0.910 6.961 0.432
O 1.193 7.768 -0.711
C 1.964 8.883 -0.416
C 1.560 10.133 -1.087
C 2.271 11.390 -0.935
C 3.460 11.407 -0.077
C 3.845 10.183 0.597
C 3.138 8.912 0.448
C 2.199 4.969 -0.767
F 2.498 5.732 -1.880
C 2.680 3.579 -0.846
C 3.472 3.048 -2.085
O 2.711 2.133 -2.908
C 2.343 2.881 -4.059
C 3.261 2.836 -5.332
O 1.349 3.545 -3.982
C 2.421 2.657 0.240
C 1.707 3.186 1.422
C 1.469 2.132 2.556
O 1.632 2.347 3.731
C 1.040 0.724 2.015
C -0.056 -0.023 2.667
C -0.757 0.643 3.899
C -2.213 0.121 4.187
C -3.200 0.801 3.148
O -3.342 2.216 3.441
C -4.369 2.688 2.551
C -0.422 -1.316 2.083
C 0.286 -1.817 0.905
C -0.174 -3.207 0.283
C 0.794 -4.424 0.587
C 0.881 -5.392 -0.675
I -0.338 -7.158 -0.170
C 1.383 -1.091 0.240
C 2.147 -1.617 -1.017
C 3.552 -2.179 -0.494
F 4.610 -1.742 -1.328
C 1.743 0.199 0.820
C 2.843 1.147 0.235
O 3.908 0.770 -0.182
H 3.935 6.125 4.179
H 3.318 4.691 3.308
H 3.141 6.366 2.512
H 1.708 5.445 5.097
H 1.402 7.063 4.226
H -1.668 5.974 1.860
H -0.804 7.258 2.849
H -1.815 6.004 3.668
H 1.216 7.417 1.414
H -0.215 6.876 0.485
H 0.671 10.142 -1.769
H 1.912 12.284 -1.503
H 4.005 12.378 0.004
H 4.761 10.224 1.238
H 3.449 7.960 0.943
H 3.768 3.942 -2.692
H 4.429 2.599 -1.697
H 3.727 3.857 -5.413
H 4.072 2.066 -5.213
H 2.587 2.608 -6.196
H -0.836 1.760 3.768
H -0.141 0.476 4.821
H -2.579 0.352 5.226
H -2.318 -0.985 4.046
H -4.215 0.328 3.139
H -2.669 0.738 2.158
H -5.376 2.332 2.912
H -4.364 3.804 2.438
H -4.198 2.227 1.540
H -1.251 -1.896 2.558
H -0.288 -3.039 -0.827
H -1.223 -3.409 0.645
H 1.792 -4.017 0.906
H 0.332 -4.990 1.443
H 0.488 -4.933 -1.621
H 1.957 -5.700 -0.782
H 1.594 -2.453 -1.509
H 2.367 -0.759 -1.708
H 3.777 -1.783 0.531
H 3.509 -3.295 -0.440
C -2.492 1.032 -3.218
C -1.778 -0.322 -3.202
C -1.879 -0.884 -1.781
S -3.378 -0.198 -1.082
O -3.022 0.675 0.009
O -4.361 -1.247 -0.937
C -3.813 0.809 -2.493
H -2.649 1.396 -4.234
H -1.890 1.773 -2.683
H -2.273 -1.001 -3.900
H -0.738 -0.232 -3.515
H -1.943 -1.971 -1.780
H -1.038 -0.562 -1.164
H -4.282 1.733 -2.159
H -4.508 0.235 -3.108
C 0.490 -12.120 3.219
C -0.701 -11.454 2.522
C -1.231 -10.365 3.459
S 0.167 -9.827 4.443
O -0.074 -10.186 5.819
O 0.538 -8.490 4.052
C 1.346 -10.979 3.755
H 1.054 -12.757 2.536
H 0.133 -12.741 4.045
H -0.367 -11.002 1.583
H -1.481 -12.176 2.277
H -1.630 -9.516 2.906
H -1.990 -10.755 4.138
H 2.049 -11.294 4.525
H 1.876 -10.471 2.948
C -4.439 -4.200 -5.731
C -3.908 -5.633 -5.831
C -2.450 -5.617 -5.364
S -2.310 -4.256 -4.206
O -1.434 -3.256 -4.771
O -2.117 -4.774 -2.872
C -3.997 -3.690 -4.365
H -5.523 -4.161 -5.841
H -3.997 -3.587 -6.522
H -4.496 -6.285 -5.179
H -3.991 -6.025 -6.846
H -2.176 -6.544 -4.864
H -1.767 -5.425 -6.191
H -4.033 -2.605 -4.279
H -4.579 -4.150 -3.566
*
```

# 2
A molecular structure, C11H13HgN4O5 at a distorted geometry, computed with ωB97M-V/def2-TZVPD.

highest occupied orbital energy (spin up / spin down) = -11.32 / -11.32 eV
gap between HOMO and LUMO (spin up / spin down) = 7.242 / 7.243 eV
strongest force on any atom = 5.33 eV/Å
electronic energy = -1175.17458 hartree

```
! RIJCOSX wB97M-V def2-TZVPD def2/J DEFGRID3
* xyz 1 1
O 0.044 -1.310 -4.116
C 0.353 -1.092 -3.040
Hg -0.184 0.002 -0.293
O -2.700 0.174 -3.133
C -1.788 0.059 -2.478
C 2.270 -0.802 0.642
O 2.603 -0.577 1.737
C 1.494 2.165 -1.318
O 1.696 3.296 -1.382
C -0.492 -2.825 0.347
O -1.134 -3.719 0.693
H 1.545 -0.802 -0.530
C -1.553 -0.032 2.554
N -1.202 0.952 1.471
C -0.393 2.027 2.148
N -1.149 2.702 3.255
C -1.536 1.695 4.256
N -2.322 0.595 3.673
C -3.542 1.219 3.132
N -3.252 2.217 2.087
C -2.482 1.575 0.998
C -2.412 3.247 2.726
H -0.632 -0.440 2.979
H -2.157 -0.840 2.151
H -0.103 2.795 1.442
H 0.493 1.578 2.595
H -2.172 2.193 5.013
H -0.626 1.285 4.727
H -4.196 0.437 2.716
H -4.043 1.750 3.963
H -2.260 2.348 0.253
H -3.117 0.805 0.548
H -2.990 3.661 3.572
H -2.186 4.035 1.989
*
```

# 3
6 unconnected molecules or ions with the total composition C27H55N2O23P2Si at a distorted geometry, computed with ωB97M-V/def2-TZVPD.

highest occupied orbital energy = -12.08 eV
gap between HOMO and LUMO = 8.449 eV
strongest force on any atom = 4.84 eV/Å
electronic energy = -3873.98870 hartree

```
! RIJCOSX wB97M-V def2-TZVPD def2/J DEFGRID3
* xyz 1 1
C 2.040 -1.647 2.469
Si 0.855 -2.398 1.150
C 1.994 -2.958 -0.295
C -0.003 -3.931 1.899
C -0.358 -1.060 0.488
N -0.574 0.152 1.210
C -1.446 0.901 0.439
C -1.775 2.306 1.025
C -0.847 3.473 0.489
C 0.704 3.146 0.499
C 1.317 3.672 -0.863
O 2.516 2.925 -1.213
C 2.154 1.961 -2.146
O 3.005 1.450 -2.816
N -1.855 0.303 -0.716
C -2.750 0.868 -1.749
P -4.574 0.879 -1.323
O -5.236 -0.467 -1.415
O -4.936 1.558 0.144
O -5.320 1.840 -2.473
C -1.162 -0.965 -0.702
P -1.225 -2.281 -2.020
O -0.168 -1.995 -3.023
O -1.001 -3.803 -1.373
O -2.726 -2.310 -2.747
H 2.339 -0.622 2.084
H 3.001 -2.236 2.484
H 1.574 -1.564 3.483
H 2.869 -3.507 0.164
H 2.355 -2.038 -0.841
H 1.489 -3.695 -0.968
H 0.062 -4.757 1.128
H -1.097 -3.780 2.118
H 0.488 -4.290 2.843
H -0.146 0.422 2.095
H -2.839 2.633 0.910
H -1.590 2.234 2.138
H -1.187 3.803 -0.534
H -1.001 4.358 1.172
H 0.944 2.057 0.604
H 1.216 3.695 1.332
H 1.632 4.743 -0.741
H 0.592 3.622 -1.719
H 1.082 1.622 -2.287
H -2.652 0.195 -2.654
H -2.348 1.868 -2.092
H -4.397 1.179 0.862
H -4.603 2.266 -2.988
H -1.803 -4.100 -0.894
H -3.148 -3.165 -2.520
C -3.031 -3.288 6.996
O -2.671 -4.580 7.471
C -1.665 -5.142 6.794
O -1.081 -4.655 5.855
O -1.420 -6.339 7.336
C -0.361 -7.062 6.709
H -3.855 -2.924 7.607
H -2.195 -2.594 7.095
H -3.367 -3.340 5.959
H 0.579 -6.515 6.790
H -0.599 -7.266 5.664
H -0.256 -8.011 7.232
C -1.985 8.095 -1.286
O -0.978 7.224 -1.806
C -0.308 7.727 -2.857
O -0.491 8.801 -3.359
O 0.598 6.820 -3.243
C 1.392 7.222 -4.363
H -2.457 7.588 -0.446
H -1.542 9.024 -0.926
H -2.745 8.298 -2.041
H 1.968 8.117 -4.124
H 0.765 7.390 -5.239
H 2.085 6.412 -4.583
C 3.416 -0.632 -4.427
O 3.658 -1.839 -5.151
C 2.852 -2.018 -6.203
O 1.981 -1.267 -6.562
O 3.182 -3.176 -6.787
C 2.397 -3.498 -7.934
H 4.123 -0.593 -3.601
H 3.580 0.238 -5.063
H 2.406 -0.626 -4.018
H 2.521 -2.741 -8.710
H 1.346 -3.604 -7.664
H 2.754 -4.451 -8.320
C 5.459 2.136 -0.534
O 6.604 2.940 -0.251
C 6.450 3.759 0.794
O 5.460 3.857 1.477
O 7.584 4.449 0.950
C 7.565 5.372 2.040
H 5.694 1.514 -1.396
H 5.229 1.483 0.311
H 4.602 2.762 -0.782
H 7.418 4.848 2.985
H 6.791 6.125 1.892
H 8.533 5.869 2.066
C -4.784 -6.643 3.259
O -4.836 -5.856 2.067
C -4.959 -4.543 2.280
O -5.022 -3.998 3.350
O -4.993 -3.925 1.095
C -5.116 -2.508 1.200
H -4.684 -7.685 2.962
H -3.917 -6.369 3.863
H -5.703 -6.532 3.834
H -4.257 -2.090 1.732
H -6.047 -2.236 1.699
H -5.128 -2.089 0.192
*
```

# 4
2 unconnected molecules or ions with the total composition C9H14 at a distorted geometry, computed with ωB97M-V/def2-TZVPD.

highest occupied orbital energy = -9.02 eV
gap between HOMO and LUMO = 10.025 eV
strongest force on any atom = 1.68 eV/Å
electronic energy = -351.30446 hartree
structure (SMILES) = Cc1ccccc1.CC

```
! RIJCOSX wB97M-V def2-TZVPD def2/J DEFGRID3
* xyz 0 1
C 1.486 1.990 1.617
C -1.691 2.761 -0.288
C -1.766 1.663 -1.148
C -0.651 2.825 0.618
C 0.321 1.813 0.672
C -0.810 0.667 -1.102
C 0.334 0.831 -0.312
H -2.312 3.626 -0.476
H -2.721 1.349 -1.549
H -0.531 3.581 1.382
H -0.962 -0.306 -1.550
H 2.234 1.227 1.401
H 1.229 1.842 2.664
H 1.067 0.039 -0.180
H 1.971 2.943 1.425
C -0.225 -3.226 0.059
C 0.990 -3.484 -0.833
H -0.438 -3.951 0.843
H -0.228 -2.220 0.478
H -1.123 -3.296 -0.570
H 1.146 -2.620 -1.478
H 1.872 -3.685 -0.226
H 0.809 -4.367 -1.447
*
```

# 5
A single C4H8O2 molecule, computed with ωB97M-V/def2-TZVPD.

highest occupied orbital energy = -9.62 eV
gap between HOMO and LUMO = 10.507 eV
strongest force on any atom = 0.58 eV/Å
electronic energy = -307.62492 hartree
structure (SMILES) = OCC1COC1

```
! RIJCOSX wB97M-V def2-TZVPD def2/J DEFGRID3
* xyz 0 1
O 2.035 0.990 0.602
C 1.371 -0.127 0.022
C -0.119 0.073 0.309
C -1.083 0.588 -0.780
O -1.967 -0.529 -0.597
C -1.186 -1.024 0.495
H 2.978 0.933 0.403
H 1.731 -1.068 0.469
H 1.590 -0.175 -1.058
H -0.180 0.658 1.222
H -1.565 1.543 -0.537
H -0.712 0.637 -1.815
H -1.695 -0.856 1.458
H -0.947 -2.090 0.412
*
```

# 6
2 unconnected molecules or ions with the total composition C9H10F2N at a distorted geometry, computed with ωB97M-V/def2-TZVPD.

highest occupied orbital energy = -12.59 eV
gap between HOMO and LUMO = 9.029 eV
strongest force on any atom = 5.22 eV/Å
electronic energy = -603.07595 hartree

```
! RIJCOSX wB97M-V def2-TZVPD def2/J DEFGRID3
* xyz 1 1
C 1.782 2.152 -1.685
C 1.502 1.453 -2.846
C 1.332 1.670 -0.461
C 0.787 0.266 -2.817
C 0.627 0.501 -0.476
C 0.339 -0.222 -1.599
C -1.284 0.304 2.069
C -1.356 -0.971 1.257
C -0.088 -0.185 1.349
N -1.378 -2.284 1.948
F -0.369 -1.369 -1.526
F 0.914 -0.754 2.056
H 2.341 3.073 -1.716
H 1.845 1.834 -3.796
H 1.532 2.197 0.457
H 0.569 -0.284 -3.719
H -1.814 1.168 1.702
H -1.268 0.228 3.147
H -1.927 -0.970 0.341
H -0.534 -2.355 2.543
H -1.334 -3.033 1.242
H -2.217 -2.419 2.528
*
```